Record 1
DFT (ωB97M-V with the def2-TZVPD basis set) results for 2 unconnected molecules or ions with the total composition C2H2FIO.

Each line ends with the natural charge from an NBO analysis.
Positions of all 7 atoms, in Å:
1 C 0.44 -0.87 0.15  -0.2131
2 C 0.56 0.20 0.86  0.1330
3 O -1.18 -0.51 -1.39  -0.6154
4 F 1.41 0.57 1.73  -0.3121
5 I -1.76 1.27 -1.42  0.6891
6 H 0.66 -1.75 -0.35  0.2059
7 H -0.14 1.10 0.42  0.1126

Output
M = 187.94 g mol⁻¹
HOMO energy (spin up / spin down) = -7.57 / -9.47 eV
Energy above the lowest of the compared OMol25 structures with the same formula, charge and spin = 286.8 kJ/mol
Kohn-Sham gap (spin up / spin down) = 6.92 / 6.74 eV
Spin multiplicity = 3

=====

Record 2
DFT (ωB97M-V with the def2-TZVPD basis set) results for a molecular structure, C2H2FIS.

Each line ends with the natural charge from an NBO analysis.
Positions of all 7 atoms, in Å:
1 C 0.25 1.71 0.16  0.1703
2 C -0.23 0.36 0.07  -0.6396
3 F -0.01 2.24 1.80  -0.4961
4 S 0.88 2.81 -0.76  0.2604
5 I -2.40 0.35 0.02  0.1620
6 H 0.11 -0.09 -0.87  0.2651
7 H 0.06 -0.25 0.92  0.2780

Output
M = 204.01 g mol⁻¹
HOMO energy = -10.12 eV
Energy above the lowest of the compared OMol25 structures with the same formula, charge and spin = 82.8 kJ/mol
Kohn-Sham gap = 8.66 eV

=====

Record 3
DFT (ωB97M-V with the def2-TZVPD basis set) results for a molecular structure, C2H2FLiO2Y.

Each line ends with the natural charge from an NBO analysis.
Positions of all 9 atoms, in Å:
1 C 0.41 0.28 0.88  0.6354
2 C 1.34 0.52 1.92  0.1888
3 O -0.74 0.61 0.80  -0.4601
4 F 0.37 -1.21 0.36  -0.5480
5 H -0.53 0.70 -2.63  0.5500
6 H 1.10 0.20 2.94  0.2896
7 Li -2.06 0.20 -0.66  0.9783
8 Y 0.51 -1.56 -1.83  2.6106
9 O -0.41 0.25 -1.79  -1.2444

Output
M = 172.88 g mol⁻¹
HOMO energy (spin up / spin down) = -22.87 / -22.94 eV
Energy above the lowest of the compared OMol25 structures with the same formula, charge and spin = 0.0 kJ/mol
Kohn-Sham gap (spin up / spin down) = 7.42 / 7.51 eV
Charge = +3

=====

Record 4
DFT (ωB97M-V with the def2-TZVPD basis set) results for a molecular structure, C2H2FLiORu.

Each line ends with the natural charge from an NBO analysis.
Positions of all 8 atoms, in Å:
1 H -0.78 1.38 -1.04  0.5970
2 C -0.68 -1.01 -0.01  0.1557
3 C -1.20 0.21 -0.12  0.0897
4 O -0.29 1.24 0.00  -0.7667
5 Li -2.41 1.31 1.43  0.9892
6 Ru 1.61 0.74 0.41  0.9928
7 F 0.74 -1.11 0.01  -0.3418
8 H -1.15 -1.93 0.34  0.2839

Output
M = 169.05 g mol⁻¹
HOMO energy (spin up / spin down) = -15.51 / -19.22 eV
Kohn-Sham gap (spin up / spin down) = 6.06 / 5.81 eV
Spin multiplicity = 7
Charge = +2

=====

Record 5
DFT (ωB97M-V with the def2-TZVPD basis set) results for a molecular structure, C2H2FN3S2.

Each line ends with the natural charge from an NBO analysis.
Positions of all 10 atoms, in Å:
1 C -0.88 -0.06 1.09  0.4206
2 C 1.32 -0.52 -1.06  0.0564
3 N -1.41 0.13 0.00  -0.0367
4 N 0.76 -0.46 -2.07  -0.4199
5 N -1.79 0.64 -1.01  -0.2341
6 F -1.20 -0.94 2.08  -0.2756
7 S 1.80 0.99 1.31  -0.2947
8 S 2.34 -0.73 0.28  0.1911
9 H -1.20 0.45 -2.00  0.4277
10 H 0.25 0.49 1.38  0.1651

Output
M = 151.19 g mol⁻¹
HOMO energy (spin up / spin down) = -8.57 / -8.57 eV
Energy above the lowest of the compared OMol25 structures with the same formula, charge and spin = 304.5 kJ/mol
Kohn-Sham gap (spin up / spin down) = 6.67 / 6.66 eV

=====

Record 6
DFT (ωB97M-V with the def2-TZVPD basis set) results for a gas-phase ion, C2H2FO2 (charge -1).

Each line ends with the natural charge from an NBO analysis.
Positions of all 7 atoms, in Å:
1 C -0.93 -0.20 -0.04  0.7311
2 C 0.64 0.18 0.07  -0.1016
3 O -1.12 -1.44 -0.21  -0.8081
4 O -1.75 0.69 -0.06  -0.7355
5 F 1.01 1.54 -0.19  -0.3993
6 H 1.10 -0.20 1.08  0.1446
7 H 1.05 -0.58 -0.65  0.1688

Output
M = 77.03 g mol⁻¹
HOMO energy = -4.19 eV
Energy above the lowest of the compared OMol25 structures with the same formula, charge and spin = 0.0 kJ/mol
Kohn-Sham gap = 8.77 eV
SMILES string = O=C([O-])CF
Charge = -1

=====

Record 7
DFT (ωB97M-V with the def2-TZVPD basis set) results for 2 unconnected molecules or ions with the total composition C2H2FO2P.

Each line ends with the natural charge from an NBO analysis.
Positions of all 8 atoms, in Å:
1 C 0.34 0.17 -1.10  0.5696
2 C -0.60 0.56 -0.32  -0.5516
3 O 1.03 -0.32 -1.94  -0.3994
4 O 1.25 -2.19 -1.31  0.0480
5 F 1.30 -2.14 0.06  -0.1298
6 P -1.08 0.68 1.32  0.4328
7 H -2.23 1.74 1.41  0.0261
8 H -0.01 1.51 1.87  0.0044

Output
M = 108.01 g mol⁻¹
HOMO energy (spin up / spin down) = -9.72 / -9.30 eV
Energy above the lowest of the compared OMol25 structures with the same formula, charge and spin = 921.0 kJ/mol
Kohn-Sham gap (spin up / spin down) = 7.30 / 7.78 eV

=====

Record 8
DFT (ωB97M-V with the def2-TZVPD basis set) results for a molecular structure, C2H2FO2Zn.

Each line ends with the natural charge from an NBO analysis.
Positions of all 8 atoms, in Å:
1 Zn 1.31 1.00 -1.04  1.5527
2 F -1.13 0.68 -1.35  -0.7237
3 O 0.26 1.37 0.47  -0.8517
4 C -0.52 0.30 0.49  0.3153
5 C 0.27 -0.91 0.27  0.1792
6 O 1.34 -0.80 -0.48  -0.8291
7 H -1.38 0.26 1.17  0.1897
8 H -0.15 -1.90 0.48  0.1676

Output
M = 142.42 g mol⁻¹
HOMO energy (spin up / spin down) = -7.46 / -10.14 eV
Energy above the lowest of the compared OMol25 structures with the same formula, charge and spin = 223.0 kJ/mol
Kohn-Sham gap (spin up / spin down) = 5.15 / 7.70 eV
Spin multiplicity = 2

=====

Record 9
DFT (ωB97M-V with the def2-TZVPD basis set) results for 2 unconnected molecules or ions with the total composition C2H2FO4.

Each line ends with the natural charge from an NBO analysis.
Positions of all 9 atoms, in Å:
1 C 2.07 0.17 0.01  0.9917
2 C -0.49 -0.77 -0.07  0.6846
3 O 2.69 1.19 -0.14  -0.6871
4 O 2.25 -1.04 0.01  -0.7747
5 O -1.67 -0.64 0.09  -0.6133
6 O 0.51 0.45 0.24  -0.7033
7 F -3.12 1.47 0.06  -0.6466
8 H 0.21 -1.49 -0.36  0.1787
9 H -2.45 0.67 0.16  0.5701

Output
M = 109.03 g mol⁻¹
HOMO energy = -5.64 eV
Energy above the lowest of the compared OMol25 structures with the same formula, charge and spin = 137.2 kJ/mol
Kohn-Sham gap = 9.50 eV
Charge = -1

=====

Record 10
DFT (ωB97M-V with the def2-TZVPD basis set) results for a molecular structure, C2H2FOPt.

Each line ends with the natural charge from an NBO analysis.
Positions of all 7 atoms, in Å:
1 H -0.15 -1.15 0.92  0.3029
2 C -0.33 -0.62 -0.01  -0.2977
3 C -1.51 0.16 -0.04  0.7940
4 O -2.04 1.18 -0.02  -0.1539
5 Pt 2.85 0.90 0.03  1.4569
6 F 1.25 0.62 0.08  -0.4013
7 H -0.06 -1.09 -0.96  0.2990

Output
M = 256.11 g mol⁻¹
HOMO energy (spin up / spin down) = -20.46 / -22.44 eV
Kohn-Sham gap (spin up / spin down) = 8.73 / 8.48 eV
Spin multiplicity = 4
Charge = +2

=====

Record 11
DFT (ωB97M-V with the def2-TZVPD basis set) results for a molecular structure, C2H2FOTl.

Each line ends with the natural charge from an NBO analysis.
Positions of all 7 atoms, in Å:
1 C 0.24 0.04 0.34  0.5842
2 C 0.75 -1.11 0.27  -1.0176
3 O 0.09 1.27 0.32  -0.6336
4 H 0.41 -2.12 0.08  0.2655
5 H -1.94 1.72 -0.39  0.5806
6 Tl 3.05 -0.77 -0.23  0.8053
7 F -2.61 0.96 -0.39  -0.5844

Output
M = 265.42 g mol⁻¹
HOMO energy = -8.68 eV
Energy above the lowest of the compared OMol25 structures with the same formula, charge and spin = 103.4 kJ/mol
Kohn-Sham gap = 8.05 eV

=====

Record 12
DFT (ωB97M-V with the def2-TZVPD basis set) results for a molecular structure, C2H2HgO3.

Each line ends with the natural charge from an NBO analysis.
Positions of all 8 atoms, in Å:
1 H -1.30 0.45 1.54  0.2883
2 O -1.78 -0.89 -0.03  -0.0527
3 O -0.43 -1.33 -0.17  -0.0552
4 C -1.20 0.41 0.45  0.2504
5 C 0.12 -0.19 0.01  0.2237
6 Hg 2.36 0.24 0.05  1.4154
7 O -1.49 1.56 -0.21  -0.5802
8 H -0.95 1.72 -0.99  0.5104

Output
M = 274.62 g mol⁻¹
HOMO energy = -21.63 eV
Kohn-Sham gap = 7.52 eV
Charge = +2

=====

Record 13
DFT (ωB97M-V with the def2-TZVPD basis set) results for a single C2H2I2O2S molecule.

Each line ends with the natural charge from an NBO analysis.
Positions of all 9 atoms, in Å:
1 C -0.38 1.52 1.53  0.5895
2 C 0.22 -0.20 0.22  -0.2863
3 O -1.52 1.14 1.61  -0.5826
4 O 0.58 1.10 0.70  -0.5225
5 S 0.42 2.67 2.57  0.0698
6 I 0.36 -1.51 1.78  0.1415
7 I -1.45 3.36 3.75  0.1228
8 H 0.84 -0.60 -0.56  0.2256
9 H -0.85 0.06 -0.18  0.2422

Output
M = 343.91 g mol⁻¹
HOMO energy = -9.28 eV
Energy above the lowest of the compared OMol25 structures with the same formula, charge and spin = 136.8 kJ/mol
Kohn-Sham gap = 8.77 eV
SMILES string = O=C(OCI)SI

=====

Record 14
DFT (ωB97M-V with the def2-TZVPD basis set) results for a single C2H2I2O2S molecule.

Each line ends with the natural charge from an NBO analysis.
Positions of all 9 atoms, in Å:
1 C -0.17 -0.72 -0.24  0.7735
2 C 0.15 1.53 0.57  -0.2041
3 O -0.07 -0.46 -1.37  -0.5444
4 O -0.16 0.15 0.76  -0.5309
5 S -0.23 -2.66 0.57  -0.1041
6 I 1.92 1.58 -0.60  0.1023
7 I -1.24 -3.51 -1.40  0.0796
8 H 0.35 1.92 1.58  0.2243
9 H -0.54 2.17 0.14  0.2037

Output
M = 343.91 g mol⁻¹
HOMO energy (spin up / spin down) = -6.56 / -9.55 eV
Kohn-Sham gap (spin up / spin down) = 6.65 / 6.61 eV
Spin multiplicity = 3

=====

Record 15
DFT (ωB97M-V with the def2-TZVPD basis set) results for 3 unconnected molecules or ions with the total composition C2H2I2S2.

Each line ends with the natural charge from an NBO analysis.
Positions of all 8 atoms, in Å:
1 C 1.46 1.14 -0.53  -0.3084
2 C 1.00 0.23 -1.14  -0.2384
3 S -2.31 0.38 -0.17  -0.1112
4 S 0.68 -1.33 -1.76  0.0862
5 I 2.05 2.94 0.03  0.2985
6 I 4.83 -1.14 0.38  -0.0011
7 H -1.99 1.69 0.14  0.1127
8 H -0.65 -1.02 -2.04  0.1617

Output
M = 343.98 g mol⁻¹
HOMO energy (spin up / spin down) = -8.92 / -8.93 eV
Energy above the lowest of the compared OMol25 structures with the same formula, charge and spin = 336.4 kJ/mol
Kohn-Sham gap (spin up / spin down) = 6.36 / 5.69 eV

=====

Record 16
DFT (ωB97M-V with the def2-TZVPD basis set) results for a single C2H2IN molecule.

Each line ends with the natural charge from an NBO analysis.
Positions of all 6 atoms, in Å:
1 C 1.23 0.98 0.41  -0.0233
2 C -0.98 -0.80 0.11  -0.1930
3 N 0.18 0.14 0.21  -0.3947
4 I 2.23 1.88 -1.15  0.1931
5 H -0.72 -1.84 0.16  0.2088
6 H -1.94 -0.36 0.27  0.2091

Output
M = 166.95 g mol⁻¹
HOMO energy (spin up / spin down) = -8.31 / -8.37 eV
Energy above the lowest of the compared OMol25 structures with the same formula, charge and spin = 342.8 kJ/mol
Kohn-Sham gap (spin up / spin down) = 7.53 / 7.48 eV

=====

Record 17
DFT (ωB97M-V with the def2-TZVPD basis set) results for 2 unconnected molecules or ions with the total composition C2H2IN.

Each line ends with the natural charge from an NBO analysis.
Positions of all 6 atoms, in Å:
1 C 0.55 0.96 -0.20  0.1535
2 C -0.39 0.13 0.35  -0.4655
3 N 1.26 1.77 -0.68  -0.2432
4 I -2.22 -0.13 -0.43  0.2998
5 H 0.85 -2.07 -0.07  0.0098
6 H -0.04 -0.66 1.02  0.2455

Output
M = 166.95 g mol⁻¹
HOMO energy (spin up / spin down) = -9.12 / -10.57 eV
Energy above the lowest of the compared OMol25 structures with the same formula, charge and spin = 385.1 kJ/mol
Kohn-Sham gap (spin up / spin down) = 8.22 / 8.73 eV

=====

Record 18
DFT (ωB97M-V with the def2-TZVPD basis set) results for a single C2H2INO2 molecule.

Each line ends with the natural charge from an NBO analysis.
Positions of all 8 atoms, in Å:
1 C 0.91 -0.87 -0.04  0.5150
2 C -0.72 0.60 0.68  -0.1628
3 N 0.51 0.39 0.50  -0.0220
4 O 1.56 0.99 0.90  -0.4875
5 O 0.66 -1.96 0.40  -0.4683
6 I -2.19 -0.53 -0.12  0.2159
7 H 1.83 -0.65 -0.72  0.1578
8 H -1.27 1.39 1.24  0.2520

Output
M = 198.95 g mol⁻¹
HOMO energy (spin up / spin down) = -9.31 / -9.31 eV
Energy above the lowest of the compared OMol25 structures with the same formula, charge and spin = 372.4 kJ/mol
Kohn-Sham gap (spin up / spin down) = 8.88 / 8.88 eV
SMILES string = O=C/[N+]([O-])=C\I

=====

Record 19
DFT (ωB97M-V with the def2-TZVPD basis set) results for a gas-phase ion, C2H2INO3P (charge -1).

Each line ends with the natural charge from an NBO analysis.
Positions of all 10 atoms, in Å:
1 C -1.97 -0.33 0.63  0.5332
2 C 0.10 -0.10 -0.83  -0.1842
3 N -0.98 -0.11 -0.19  -0.4386
4 O 1.08 1.48 1.02  -1.1019
5 O 2.43 1.36 -1.23  -1.1011
6 O -3.07 0.12 0.65  -0.6373
7 P 1.51 0.82 -0.22  2.0623
8 I 2.43 -1.42 0.47  -0.4114
9 H -1.66 -1.14 1.51  0.0841
10 H 0.13 -0.69 -1.82  0.1950

Output
M = 245.92 g mol⁻¹
HOMO energy = -5.65 eV
Energy above the lowest of the compared OMol25 structures with the same formula, charge and spin = 64.0 kJ/mol
Kohn-Sham gap = 8.55 eV
SMILES string = O=C/N=C\[P@](=O)([O-])I
Charge = -1

=====

Record 20
DFT (ωB97M-V with the def2-TZVPD basis set) results for a single C2H2INS2 molecule.

Each line ends with the natural charge from an NBO analysis.
Positions of all 8 atoms, in Å:
1 C 0.74 -0.48 -0.08  0.1205
2 C -0.21 0.66 -0.04  -0.6402
3 N 0.72 -1.66 -0.10  -0.2186
4 S -1.89 0.05 -0.49  0.2702
5 S -1.98 -1.66 0.43  -0.0667
6 I 2.83 0.56 0.06  0.0037
7 H -0.23 1.08 0.97  0.2658
8 H 0.01 1.45 -0.75  0.2652

Output
M = 231.08 g mol⁻¹
HOMO energy (spin up / spin down) = -8.75 / -9.40 eV
Energy above the lowest of the compared OMol25 structures with the same formula, charge and spin = 0.0 kJ/mol
Kohn-Sham gap (spin up / spin down) = 9.15 / 6.70 eV
Spin multiplicity = 3